*one*
Density functional theory data (ωB97M-V with the def2-TZVPD basis set) for a molecular structure, C18H27N7ReS.

```
! RIJCOSX wB97M-V def2-TZVPD def2/J DEFGRID3
* xyz 2 2
Re -0.84461 -0.91783 0.06835
C 0.49180 -1.07323 4.23119
C 0.36286 -0.97732 2.75401
N -0.77975 -0.92208 2.13557
N -1.92566 -0.94461 2.91383
C -3.02426 -0.81820 2.21956
N -4.19322 -0.79731 2.86366
S -3.12361 -0.66862 0.46317
C 1.57500 -0.94069 1.90170
C 2.85471 -0.95135 2.44180
C 3.94825 -0.90791 1.59100
C 3.73536 -0.84126 0.22392
C 2.43130 -0.83571 -0.24496
N 1.37882 -0.89879 0.56816
H -0.47481 -0.97012 4.71038
H 1.16690 -0.30201 4.60391
H 0.91984 -2.04282 4.49853
H -4.21597 -0.87434 3.86782
H -5.05953 -0.70598 2.36334
H 2.99307 -0.99884 3.51137
H 4.95150 -0.92560 1.99415
H 4.55772 -0.80225 -0.47593
H 2.22567 -0.78012 -1.30427
C -1.42083 -3.47600 -0.08611
C -2.20671 -3.11832 -1.16710
C -1.42621 -2.31754 -2.04171
C -0.11238 -2.25164 -1.55564
C -0.11022 -2.93147 -0.27255
H -1.74205 -4.01571 0.79208
H -3.26033 -3.31657 -1.28400
H -1.78247 -1.85921 -2.95168
H 0.75143 -1.94687 -2.12197
H 0.77066 -3.28281 0.23746
C -0.07362 1.85544 -3.70597
N -0.72434 1.63192 -2.41605
C -2.08398 1.10212 -2.46138
C -0.10647 1.84382 -1.24756
N -0.42165 1.09142 -0.18273
N 0.80488 2.82542 -1.13994
C 0.69874 4.07446 -1.90115
C 1.74096 2.88270 -0.02470
H -0.21838 0.96858 -4.32362
H 0.99357 2.01184 -3.56926
H -0.49898 2.71063 -4.23158
H -2.58787 1.54100 -3.32085
H -2.62562 1.38214 -1.56023
H -2.10549 0.01345 -2.57071
H -0.19295 1.55879 0.68697
H -0.22836 4.09856 -2.46437
H 1.54390 4.19631 -2.57776
H 0.69135 4.90667 -1.19573
H 2.02364 1.87969 0.29039
H 1.32113 3.43391 0.82238
H 2.63729 3.40427 -0.35520
*
```

Values from the calculation:
LUMO level (alpha / beta) ... -7.131 / -7.628 eV
Kohn-Sham gap (alpha / beta) ... 0.2571 / 0.2373 hartree
HOMO (alpha / beta) ... -14.127 / -14.087 eV

***

*two*
Density functional theory data (ωB97M-V with the def2-TZVPD basis set) for a molecular structure, C18H27N7ReS.

```
! RIJCOSX wB97M-V def2-TZVPD def2/J DEFGRID3
* xyz 2 2
Re -0.17782 0.31642 0.48212
C -1.16195 1.87966 4.53417
C -0.76099 1.65636 3.12380
N -0.56073 0.51290 2.56981
N -0.57356 -0.59962 3.35553
C 0.24966 -1.51369 2.92723
N 0.45018 -2.64593 3.59418
S 1.13041 -1.29422 1.38395
C -0.42579 2.74300 2.20968
C -0.49276 4.08789 2.51934
C 0.00806 5.02163 1.62138
C 0.58575 4.58491 0.44131
C 0.61080 3.22846 0.17781
N 0.10845 2.32072 1.02396
H -1.09643 0.95817 5.10293
H -0.54196 2.64373 5.00177
H -2.19738 2.23027 4.55766
H 0.03173 -2.76475 4.50473
H 1.15041 -3.30443 3.29878
H -0.92588 4.40323 3.45711
H -0.04119 6.07654 1.84984
H 1.01412 5.27495 -0.26982
H 1.03309 2.83984 -0.74007
C -2.82526 -0.96885 -0.08188
C -3.09164 -0.70535 -1.38923
C -2.73054 0.64716 -1.64771
C -2.20867 1.23950 -0.52092
C -2.26809 0.22708 0.57207
H -2.95749 -1.90313 0.44213
H -3.49755 -1.38803 -2.11805
H -2.88875 1.15251 -2.59104
H -2.11152 2.30966 -0.41677
H -2.71125 0.51016 1.51848
C 2.13682 -3.50686 -1.59417
N 0.96395 -2.64141 -1.57535
C -0.25337 -3.24678 -1.05457
C 1.00753 -1.36717 -1.98787
N 0.23211 -0.40666 -1.42820
N 1.83858 -1.05239 -2.99001
C 2.19731 -2.00181 -4.04119
C 2.24650 0.32232 -3.23861
H 2.21619 -3.98621 -0.61776
H 3.03534 -2.92025 -1.76609
H 2.05645 -4.28421 -2.35446
H -0.34902 -4.24088 -1.49167
H -1.11032 -2.65193 -1.34848
H -0.22727 -3.34213 0.03313
H -0.06200 0.24003 -2.15635
H 1.59716 -2.90264 -3.95669
H 3.25454 -2.26364 -4.00029
H 1.99015 -1.53863 -5.00589
H 2.26627 0.88352 -2.30733
H 1.58654 0.82001 -3.95391
H 3.25103 0.31096 -3.65854
*
```

Values from the calculation:
LUMO level (alpha / beta) ... -7.384 / -7.611 eV
Kohn-Sham gap (alpha / beta) ... 0.2474 / 0.2484 hartree
HOMO (alpha / beta) ... -14.115 / -14.370 eV

***

*one* is preferred energetically. Next in line: 82.5 kJ/mol higher.

***

*one*
Density functional theory data (ωB97M-V with the def2-TZVPD basis set) for a single C4H5NO2S molecule.

```
! RIJCOSX wB97M-V def2-TZVPD def2/J DEFGRID3
* xyz 0 1
O 1.28875 -2.00924 -0.14457
C 0.51344 -1.07367 0.00501
C -0.90761 -0.99464 0.39150
S -2.09887 -0.54134 -0.83090
C -1.26366 0.44020 0.42052
C -0.06208 1.24326 -0.04401
N 0.95651 0.19181 -0.09788
O 2.17259 0.38706 -0.73271
H -1.15974 -1.73566 1.15428
H -1.87873 0.88105 1.17751
H -0.20419 1.72298 -1.04885
H 0.21134 1.98007 0.67966
H 2.43226 -0.49187 -0.92957
*
```

Values from the calculation:
LUMO level ... 0.565 eV
Kohn-Sham gap ... 0.3630 hartree
SMILES string ... O=C1[C@@H]2S[C@@H]2CN1O
HOMO ... -9.314 eV

***

*two*
Density functional theory data (ωB97M-V with the def2-TZVPD basis set) for a single C4H5NO2S molecule.

```
! RIJCOSX wB97M-V def2-TZVPD def2/J DEFGRID3
* xyz 0 1
O 2.56119 -1.50555 2.09163
C 1.40974 -1.79436 1.92348
N 0.59402 -0.93734 1.22390
C 1.02453 0.26008 0.66481
C 0.42044 0.98345 -0.27496
C -0.87363 0.64570 -0.88089
O -1.44077 -0.45736 -0.44222
S -1.62245 1.47470 -2.07412
H 0.85403 -2.74239 2.16724
H -0.34588 -1.16608 0.93972
H 1.89819 0.64784 1.19780
H 0.89859 1.88563 -0.63851
H -2.35377 -0.52470 -0.83766
*
```

Values from the calculation:
LUMO level ... -0.467 eV
Kohn-Sham gap ... 0.3161 hartree
SMILES string ... O=CN/C=C\C(O)=S
HOMO ... -9.068 eV

***

*three*
Density functional theory data (ωB97M-V with the def2-TZVPD basis set) for a single C4H5NO2S molecule.

```
! RIJCOSX wB97M-V def2-TZVPD def2/J DEFGRID3
* xyz 0 1
O -3.23966 -0.97467 -1.33493
C -2.65689 -1.24800 -0.30309
C -1.25469 -0.76762 -0.10517
C -0.74451 0.09555 -1.02281
S 0.89720 0.72914 -1.01932
C 1.31820 0.75828 0.71360
N 2.51058 0.85846 1.16022
O 3.51874 0.99297 0.23111
H -3.13991 -1.84034 0.54285
H -0.66942 -1.12071 0.75387
H -1.35061 0.43039 -1.85782
H 0.52873 0.86568 1.44645
H 4.28224 1.22086 0.79503
*
```

Values from the calculation:
LUMO level ... -0.292 eV
Kohn-Sham gap ... 0.3184 hartree
SMILES string ... O=C/C=C/S/C=N\O
HOMO ... -8.955 eV

***

*four*
Density functional theory data (ωB97M-V with the def2-TZVPD basis set) for a molecular structure, C4H5NO2S.

```
! RIJCOSX wB97M-V def2-TZVPD def2/J DEFGRID3
* xyz 0 1
C -2.47895 -0.65762 0.08271
C -1.02069 -0.04366 -0.26842
C 0.72256 1.00744 -0.30118
C 1.08727 -0.32143 -0.40287
H -2.53759 -0.90459 1.16406
H -3.08667 0.11904 -0.19516
H -2.66963 -1.46995 -0.53324
H 2.71601 1.62369 -0.20215
H 3.35947 -0.57778 1.36332
N -0.50992 1.21547 -0.04899
O 1.75374 2.00062 -0.11663
O -0.13946 -0.96550 -0.43235
S 2.80387 -1.02573 -0.10911
*
```

Values from the calculation:
LUMO level ... -0.261 eV
Kohn-Sham gap ... 0.3099 hartree
HOMO ... -8.693 eV

***

*two* is preferred energetically. Next in line: 146.2 kJ/mol higher.

***

*one*
Density functional theory data (ωB97M-V with the def2-TZVPD basis set) for a single C11H13N molecule.

```
! RIJCOSX wB97M-V def2-TZVPD def2/J DEFGRID3
* xyz 0 1
C -1.76046 -2.06601 -2.54332
C -2.31787 -1.49346 -1.36227
C -0.39108 -1.83021 -2.73799
C -1.50912 -0.83586 -0.43996
C 0.33151 -0.95958 -2.00222
C -0.18458 -0.61255 -0.73500
C 2.52891 1.37726 -0.54951
C 0.54718 0.25628 0.20783
C 1.30263 0.48002 2.47619
C -0.28027 2.10976 1.62568
C 0.05832 0.56373 1.62765
N 1.65920 0.75497 -0.04300
H -2.35491 -2.42895 -3.34746
H -3.35220 -1.59601 -1.18916
H 0.06278 -2.45732 -3.55943
H -2.03317 -0.50306 0.43542
H 1.23179 -0.61083 -2.41054
H 3.57794 1.13750 -0.31901
H 1.83438 1.41006 2.57237
H 2.02788 -0.23195 2.17730
H 0.97035 0.14571 3.48209
H -0.78037 2.63626 2.49497
H -0.91338 2.10932 0.75719
H 0.67085 2.59735 1.57680
H -0.92633 0.04759 1.80537
*
```

Values from the calculation:
LUMO level (alpha / beta) ... 0.512 / 0.512 eV
Kohn-Sham gap (alpha / beta) ... 0.2867 / 0.2867 hartree
HOMO (alpha / beta) ... -7.289 / -7.289 eV

***

*two*
Density functional theory data (ωB97M-V with the def2-TZVPD basis set) for a single C11H13N molecule.

```
! RIJCOSX wB97M-V def2-TZVPD def2/J DEFGRID3
* xyz 0 1
C 2.77830 -0.44254 0.21692
C 1.21944 -0.49548 0.28256
N 0.65789 -1.62140 0.56923
C -0.90963 -1.68710 0.71593
C -1.28409 -3.25944 0.69205
C -1.56030 -0.71264 -0.17706
C -0.85423 0.71630 -0.37465
C -1.45160 1.87166 -1.03215
C -0.71082 3.05604 -0.91155
C 0.64027 3.08282 -0.52347
C 1.24908 1.89891 -0.04521
C 0.43749 0.67524 -0.12460
H 3.20177 -0.01857 -0.71501
H 3.25784 -1.36160 0.51450
H 3.25205 0.34009 0.98461
H -1.24954 -1.54034 1.90368
H -2.27508 -3.30173 1.39492
H -0.28787 -3.88863 1.08486
H -1.45288 -3.65025 -0.41132
H -2.64644 -0.32691 0.10007
H -1.75337 -1.32517 -1.17243
H -2.53223 2.07333 -1.19185
H -1.32430 3.90888 -1.21491
H 1.31951 4.13978 -0.56356
H 2.27874 1.86877 -0.00154
*
```

Values from the calculation:
LUMO level ... 0.573 eV
Kohn-Sham gap ... 0.3505 hartree
SMILES string ... CC1=N[C@H](C)Cc2ccccc21
HOMO ... -8.964 eV

***

*two* is preferred energetically. Next in line: 33.6 kJ/mol higher.

***

*one*
Density functional theory data (ωB97M-V with the def2-TZVPD basis set) for a single C3H9NS molecule.

```
! RIJCOSX wB97M-V def2-TZVPD def2/J DEFGRID3
* xyz 0 1
N 1.16529 -0.66146 -1.83993
C -0.04789 -0.15779 -1.17382
C 0.32373 0.49376 0.15390
C -0.79400 0.57717 1.23238
S -0.86204 -0.89445 2.36717
H 1.13253 -0.48105 -2.82573
H 1.31201 -1.66110 -1.75422
H -0.75214 -0.96955 -0.98179
H -0.46670 0.54413 -1.89334
H 0.84733 1.44003 0.05255
H 1.02863 -0.21740 0.59795
H -0.52312 1.45158 1.81575
H -1.78245 0.69751 0.80461
H -0.58119 -0.16137 3.44453
*
```

Values from the calculation:
LUMO level ... 1.000 eV
Kohn-Sham gap ... 0.3693 hartree
SMILES string ... NCCCS
HOMO ... -9.048 eV

***

*two*
Density functional theory data (ωB97M-V with the def2-TZVPD basis set) for a single C3H9NS molecule.

```
! RIJCOSX wB97M-V def2-TZVPD def2/J DEFGRID3
* xyz 0 1
C 1.48953 -1.29012 1.19188
N 0.96848 -0.47863 0.10713
C -0.43172 -0.08394 -0.06714
C -0.60208 1.23231 -0.87144
S -2.30037 1.88329 -0.61766
H 1.61871 -0.70714 2.09615
H 0.67474 -1.95316 1.53819
H 2.34606 -1.86322 0.85939
H 1.52533 -0.32811 -0.71389
H -0.83194 0.15877 0.92582
H -0.88331 -0.92610 -0.60125
H -0.42246 1.03603 -1.92075
H -0.10000 2.08739 -0.42544
H -3.05099 1.23263 -1.50101
*
```

Values from the calculation:
LUMO level ... 1.017 eV
Kohn-Sham gap ... 0.3356 hartree
SMILES string ... CNCCS
HOMO ... -8.116 eV

***

*one* is preferred energetically. Next in line: 57.3 kJ/mol higher.

***

*one*
Density functional theory data (ωB97M-V with the def2-TZVPD basis set) for a single C3H9NS molecule.

```
! RIJCOSX wB97M-V def2-TZVPD def2/J DEFGRID3
* xyz 0 1
C 1.11202 -0.70918 1.78568
N 0.08938 -0.59908 0.73709
C 0.14532 0.12462 -0.51502
C -1.26774 0.47791 -0.99980
S -1.20017 1.50865 -2.48471
H 1.47457 0.25239 2.13055
H 1.89789 -1.39290 1.45551
H 0.58974 -1.18015 2.61877
H -0.42327 -1.46435 0.71027
H 0.64978 1.06504 -0.32787
H 0.59067 -0.50536 -1.28867
H -1.92924 -0.38380 -1.09875
H -1.84449 1.05967 -0.27369
H 0.11554 1.74657 -2.44934
*
```

Values from the calculation:
LUMO level ... 1.056 eV
Kohn-Sham gap ... 0.3492 hartree
SMILES string ... CNCCS
HOMO ... -8.446 eV

***

*two*
Density functional theory data (ωB97M-V with the def2-TZVPD basis set) for a single C3H9NS molecule.

```
! RIJCOSX wB97M-V def2-TZVPD def2/J DEFGRID3
* xyz 0 1
N -0.84857 -1.53433 0.80359
C 0.09943 -0.44881 1.16856
C -0.09848 0.75491 0.28721
C 0.02384 0.52707 -1.24807
S 1.47219 1.32130 -1.99224
H -1.35114 -1.31318 -0.03819
H -1.42031 -1.85757 1.56303
H -0.07077 -0.21683 2.21625
H 1.09500 -0.88902 1.11164
H -1.04219 1.26116 0.45801
H 0.55184 1.57934 0.60453
H -0.88165 0.96412 -1.61995
H 0.10450 -0.50822 -1.57219
H 2.36628 0.36005 -1.74217
*
```

Values from the calculation:
LUMO level ... 1.022 eV
Kohn-Sham gap ... 0.3692 hartree
SMILES string ... NCCCS
HOMO ... -9.023 eV

***

*two* is preferred energetically. Next in line: 26.0 kJ/mol higher.